[1]
A single C28H29ClN2O3 molecule, computed with the ωB97M-V functional and the def2-TZVPD basis.

XYZ file:
```
63
Properties=species:S:1:pos:R:3:forces:R:3:lowdin_charge:R:1
Cl -0.632 -3.950 1.275 0.1260 -0.0930 0.2028 0.692
O -0.632 -0.021 0.637 0.1960 -0.0272 -0.1344 -0.135
O 3.051 -0.307 -1.866 0.3370 -0.3149 0.0791 0.068
O 0.133 -2.058 -3.949 0.2417 -0.2636 -0.0443 0.096
N 1.334 1.029 -1.290 -0.1029 -0.0423 0.2916 0.002
N -0.337 0.036 -3.259 -0.0100 0.2227 -0.1100 -0.050
C -0.636 -2.543 -1.019 -0.1211 -0.0009 -0.0767 -0.039
C -1.407 -3.139 -0.036 -0.1483 0.1131 -0.2419 -0.675
C -2.988 3.399 2.506 -0.0009 0.1004 0.0631 -0.080
C 3.213 1.253 1.982 0.0838 0.1567 -0.0137 -0.242
C -3.843 3.677 1.453 -0.0125 0.0765 0.0280 -0.090
C -2.312 2.192 2.551 -0.0491 -0.0901 -0.0372 -0.046
C 3.972 0.099 2.139 -0.0327 0.0395 -0.0015 -0.031
C 4.065 0.453 4.510 0.0187 -0.0209 0.1009 -0.096
C -3.409 -2.423 -1.127 -0.0357 0.0221 0.0126 -0.075
C 0.227 1.847 -1.710 -0.2790 -0.1107 -0.2405 -0.096
C -2.792 -3.090 -0.083 0.0698 -0.0714 0.0127 -0.123
C 4.394 -0.299 3.394 0.0313 -0.0744 0.0317 -0.078
C -3.351 1.533 0.495 0.0368 -0.0077 0.0555 -0.035
C 0.570 0.592 -4.240 -0.0427 -0.1249 -0.2867 -0.120
C -1.717 -0.047 1.550 -0.1224 -0.0467 0.0617 -0.146
C 3.314 1.606 4.363 -0.0283 0.0311 0.1030 -0.087
C -2.489 1.248 1.548 0.1333 -0.0921 0.0486 -0.203
C -0.886 0.965 -2.304 -0.1596 0.2201 0.2303 -0.114
C -1.265 -1.866 -2.054 -0.1075 -0.3598 0.0710 -0.143
C -4.024 2.741 0.448 -0.0511 0.0041 -0.1145 -0.078
C 0.410 0.832 1.048 0.1908 0.1130 -0.0104 -0.160
C 2.158 0.445 -2.201 0.0288 0.2931 -0.3873 -0.449
C -2.653 -1.807 -2.109 0.1418 0.0583 -0.0247 -0.031
C 2.738 1.652 0.615 -0.1002 -0.3015 -0.0023 -0.084
C 2.889 2.002 3.106 0.0328 -0.0143 -0.0242 -0.055
C 1.977 0.853 -3.660 0.1134 -0.1346 -0.0295 -0.049
C 1.609 0.728 0.112 0.0268 -0.0711 0.3149 -0.230
C -0.418 -1.316 -3.162 -0.2689 0.0473 0.0116 -0.416
H 4.396 0.144 5.490 0.0306 -0.0260 0.0749 0.099
H 0.440 -2.598 -0.986 0.1350 -0.0204 0.0436 0.128
H 0.128 1.511 -4.633 0.0196 -0.0576 0.0205 0.126
H -3.376 -3.570 0.687 -0.0201 -0.0462 0.0788 0.107
H 4.233 -0.483 1.267 0.0393 -0.0896 -0.1359 0.120
H 2.303 2.904 2.996 -0.0570 0.0943 -0.0308 0.111
H 2.381 2.685 0.620 0.0047 0.0340 -0.0288 0.124
H -1.636 1.602 -2.791 0.0036 -0.0167 0.0710 0.133
H 2.719 0.280 -4.216 -0.0317 0.0762 0.1010 0.122
H 0.757 0.536 2.050 -0.0485 0.0868 -0.1334 0.139
H -3.493 0.798 -0.284 -0.0263 -0.1083 -0.1103 0.108
H -2.846 4.125 3.293 0.0059 0.0665 0.0614 0.103
H -4.488 -2.384 -1.171 -0.0860 -0.0115 -0.0102 0.108
H 3.564 1.571 -0.094 -0.0658 0.0553 -0.0274 0.125
H -1.345 -0.271 2.560 -0.0509 -0.0119 -0.0734 0.134
H 4.983 -1.198 3.503 0.0536 -0.0760 0.0036 0.103
H -4.370 4.619 1.417 -0.0468 0.0754 -0.0029 0.101
H 1.970 -0.307 0.131 -0.0500 0.1711 0.0676 0.150
H -2.351 -0.870 1.211 0.0584 0.0819 0.1176 0.113
H -4.694 2.952 -0.372 -0.0672 0.0199 -0.0691 0.103
H -1.353 0.403 -1.495 0.0364 0.1925 -0.1374 0.092
H 0.568 2.578 -2.449 -0.0752 0.0241 0.1037 0.123
H -3.136 -1.291 -2.926 -0.0522 0.0558 -0.0854 0.123
H 2.242 1.910 -3.743 0.0069 -0.0016 -0.0216 0.118
H -1.647 1.977 3.376 0.0796 -0.0417 0.0783 0.115
H 0.640 -0.140 -5.047 -0.0012 0.2129 0.0724 0.122
H -0.173 2.397 -0.861 0.0199 0.0470 -0.0586 0.125
H 3.058 2.200 5.228 -0.0142 0.0438 0.0699 0.100
H 0.054 1.872 1.122 0.0639 -0.0656 0.0214 0.125
```
Forces are in eV/Å.

total charge = 0
highest occupied orbital energy = -8.96 eV
SMILES string = O=C(c1cccc(Cl)c1)N1CCC(=O)N([C@H](COCc2ccccc2)Cc2ccccc2)CC1
energy above the lowest of the compared OMol25 structures with the same formula, charge and spin = 8.6 kJ/mol

=====

[2]
A molecular structure, C33H23FeN8O2SSbSe4 at a distorted geometry, computed with the ωB97M-V functional and the def2-TZVPD basis.

XYZ file:
```
73
Properties=species:S:1:pos:R:3:forces:R:3:mulliken_spin:R:1
Sb 1.464 -0.704 -3.662 1.0680 -1.1817 -3.4651 0.329
Se -0.032 1.702 -0.204 2.4253 7.8810 -0.8391 0.479
Se 3.364 -2.160 -4.077 0.3451 -0.2041 0.4320 0.265
Se 0.486 0.025 -1.636 3.2343 0.8746 -6.1659 0.037
Se 1.395 0.714 -5.581 -0.2753 0.3784 0.2140 0.227
Fe -0.391 -0.256 0.131 -5.2655 -7.2792 8.1767 3.412
S -2.224 2.392 1.908 -0.0438 -1.1479 -0.5546 0.011
O -3.057 2.340 3.080 -0.5373 0.2724 0.5756 -0.004
O -0.818 2.601 2.193 0.0512 -0.0754 -0.1255 0.004
N -2.442 -0.708 -1.071 -0.0040 0.0894 0.3372 0.053
N 0.141 -4.860 -2.269 -0.0038 -0.2544 -0.2550 0.002
N 0.374 -0.195 2.425 0.3431 0.3577 0.5995 0.051
N 1.587 1.332 4.413 -0.1654 0.0192 0.2608 0.002
N 1.614 -1.579 0.774 0.3065 -0.2048 -0.3500 0.057
N -0.255 -3.037 -0.229 0.3302 -0.3967 -0.0977 -0.006
N -2.379 1.058 1.010 -0.0013 0.5123 0.7155 0.029
N 8.460 -1.671 -0.703 0.2608 -0.0597 -0.0419 0.001
C -0.309 0.290 3.448 -0.0657 -0.2067 -0.3207 0.016
C 0.304 1.020 4.458 0.2122 0.1438 0.1697 0.001
C -2.536 5.333 -0.902 -0.0753 -0.0321 0.1936 0.000
C -1.020 -4.771 -1.643 -0.0749 0.1191 -0.0035 0.001
C -6.050 0.008 -0.712 -0.3624 -0.0327 -0.0853 0.002
C 6.181 -1.826 -1.447 0.2352 0.0134 0.1374 -0.010
C 0.973 -3.245 -0.746 -0.5778 0.1131 -0.2865 0.053
C -2.668 4.980 1.852 -0.1932 0.0663 -0.1364 0.001
C -1.240 -3.804 -0.672 0.1985 -0.0793 0.2264 0.006
C 3.792 -0.729 1.118 -0.1448 0.1852 0.1186 -0.013
C 5.730 -1.648 -0.143 0.0765 0.0106 -0.0164 0.013
C -4.792 1.352 0.853 -0.0096 -0.3190 -0.2007 -0.001
C 2.065 -2.456 -0.127 0.0103 0.8166 0.2332 -0.052
C -2.656 6.259 1.324 -0.0073 -0.0949 0.0138 0.001
C -2.447 -1.460 -2.153 0.4171 0.4729 0.4711 -0.032
C 7.554 -1.811 -1.662 -0.1935 -0.0595 -0.0868 -0.001
C 4.287 -1.620 0.172 -0.1901 -0.0515 0.0478 -0.001
C -3.603 0.742 0.482 0.2106 0.4903 0.2472 0.032
C 3.411 -2.505 -0.460 -0.1504 -0.1912 0.0603 0.001
C 8.018 -1.540 0.542 -0.0815 0.0451 0.0779 0.000
C 2.434 -0.751 1.408 -0.0679 -0.6467 -0.5249 -0.020
C -2.627 3.883 0.996 0.0619 -0.0099 0.4734 -0.015
C 6.674 -1.508 0.874 0.0084 -0.0306 -0.1764 0.000
C -3.620 -0.217 -0.590 -0.2772 -0.2603 -0.3015 -0.009
C -2.581 4.049 -0.374 -0.0682 -0.3447 -0.2967 0.009
C 1.715 0.011 2.441 -0.7909 0.2911 0.2839 0.005
C -4.858 -0.568 -1.198 0.3499 0.1836 0.3432 0.001
C -3.619 -1.873 -2.789 -0.1971 -0.0761 -0.1783 0.011
C -6.001 0.952 0.274 -0.1261 0.0534 0.0046 0.001
C 1.131 -4.080 -1.855 0.1895 -0.0769 0.3161 0.025
C -4.820 -1.448 -2.298 0.0247 -0.0302 -0.0627 -0.001
C 2.287 0.824 3.405 0.1588 -0.2199 -0.3788 0.005
C -2.572 6.428 -0.053 0.0643 0.1635 -0.0599 0.000
H 7.937 -1.927 -2.669 0.0256 0.0168 -0.0539 0.001
H -3.544 -2.501 -3.665 -0.0604 -0.0362 -0.0475 0.000
H -5.751 -1.740 -2.768 -0.0328 -0.0166 -0.0146 0.000
H -2.510 7.426 -0.468 -0.0365 0.0347 -0.0082 0.000
H -0.273 1.404 5.289 -0.0523 0.0048 0.0038 -0.001
H -2.217 -3.657 -0.226 -0.0368 0.0454 -0.0658 0.001
H -2.440 5.468 -1.970 -0.0835 0.0068 -0.0406 0.000
H -2.696 4.788 2.917 0.0167 0.1789 0.0165 0.000
H 2.048 -4.111 -2.437 -0.0024 0.0344 0.2003 -0.016
H -6.913 1.411 0.636 -0.0698 -0.0077 -0.0782 0.000
H -2.566 3.191 -1.038 0.1276 0.0052 0.1343 0.011
H 5.503 -1.954 -2.285 -0.0891 0.0894 0.0975 0.004
H 3.339 1.086 3.356 0.0086 -0.0838 0.0542 0.000
H 3.778 -3.199 -1.202 0.0087 -0.0147 0.0086 -0.002
H -4.771 2.112 1.622 -0.1702 -0.1242 -0.0051 -0.001
H 8.778 -1.460 1.312 -0.0139 0.0383 0.0336 0.000
H -1.802 -5.458 -1.943 -0.0608 0.0215 -0.0368 0.000
H 6.369 -1.407 1.908 -0.0153 0.0125 0.0030 0.000
H -6.995 -0.286 -1.151 -0.0138 -0.0031 -0.0314 0.000
H -1.381 0.134 3.439 -0.0004 0.0279 0.0354 -0.005
H 4.429 0.004 1.592 0.1502 -0.0724 -0.0029 0.000
H -1.464 -1.703 -2.558 -0.2259 -0.1647 0.1076 0.030
H -2.680 7.116 1.984 -0.0056 0.0195 -0.0291 0.000
```
Forces are in eV/Å.

total charge = -1
2S+1 = 6
highest occupied orbital energy (alpha / beta) = -4.04 / -4.60 eV
energy above the lowest of the compared OMol25 structures with the same formula, charge and spin = 585.4 kJ/mol